[1]
{"formula": "C4H7NO2", "method": "wB97M-V/def2-TZVPD", "e_lumo_ev": [0.530, 0.283], "gap_ev": [7.94, 7.89], "homo_energy_ev": [-7.41, -7.61], "spin_multiplicity": 1, "e_above_lowest_ev": 5.492, "species": ["C", "C", "N", "O", "C", "C", "O", "H", "H", "H", "H", "H", "H", "H"], "coordinates": [[-1.1771, -1.1142, 0.0316], [-0.6588, 0.2942, -0.0390], [-1.3556, 1.3376, 0.2637], [-2.6453, 0.9812, 0.6417], [0.7098, 0.5724, -0.3537], [2.8225, -0.2722, -0.3140], [1.5524, -0.4088, -0.5912], [-2.0791, -1.2189, -0.5763], [-0.4261, -1.8358, -0.2958], [-1.4600, -1.3389, 1.0657], [-3.0356, 1.8366, 0.8584], [1.1378, 1.5601, -0.2228], [3.5117, -0.9135, -0.8365], [3.1034, 0.5203, 0.3680]], "forces_ev_per_a": [[-0.077, -0.040, -0.007], [1.128, -0.417, -0.220], [-0.230, 0.424, 0.088], [-0.152, 0.150, 0.015], [-1.240, 0.721, 0.588], [1.400, 0.313, 0.358], [-0.748, -1.095, -0.601], [0.110, 0.005, 0.056], [-0.109, 0.167, 0.026], [0.024, 0.018, -0.155], [-0.007, -0.162, -0.032], [-0.136, -0.003, -0.018], [-0.102, -0.066, 0.081], [0.140, -0.014, -0.180]]}

=====

[2]
{"formula": "C41H40Cl2O4P3PtSTe", "method": "wB97M-V/def2-TZVPD", "e_lumo_ev": -2.853, "gap_ev": 6.54, "homo_energy_ev": -9.39, "charge": 1, "spin_multiplicity": 1, "e_above_lowest_ev": 0.539, "species": ["Pt", "O", "S", "C", "C", "C", "C", "C", "C", "P", "C", "C", "C", "C", "C", "C", "C", "C", "C", "C", "C", "C", "C", "C", "C", "C", "C", "C", "P", "C", "C", "C", "C", "C", "C", "C", "C", "C", "C", "C", "C", "H", "H", "H", "H", "H", "H", "H", "H", "H", "H", "H", "H", "H", "H", "H", "H", "H", "H", "H", "H", "H", "H", "H", "H", "H", "H", "H", "H", "Cl", "C", "Cl", "H", "H", "C", "C", "O", "P", "O", "Te", "O", "C", "C", "H", "H", "H", "H", "H", "H", "H", "H", "H", "H"], "coordinates": [[-0.0308, 0.3319, -0.6901], [1.6550, -0.7570, -3.2157], [1.6383, -0.5246, -1.7809], [3.0926, 0.4045, -1.3286], [4.1215, 0.5408, -2.2395], [5.1978, 1.3466, -1.8866], [5.2115, 1.9937, -0.6591], [4.1549, 1.8524, 0.2347], [3.0734, 1.0530, -0.1020], [1.5565, 0.8485, 0.8775], [1.4066, 2.3714, 1.8407], [0.5675, 3.3916, 1.4141], [0.4988, 4.5756, 2.1356], [1.2656, 4.7439, 3.2769], [2.1075, 3.7246, 3.7070], [2.1747, 2.5390, 2.9962], [1.9371, -0.3949, 2.1369], [0.9985, -0.5742, 3.1522], [1.2413, -1.4857, 4.1662], [2.4154, -2.2283, 4.1673], [3.3517, -2.0505, 3.1589], [3.1172, -1.1305, 2.1465], [1.9662, -2.1184, -0.9654], [3.2516, -2.6298, -1.0921], [3.5464, -3.8650, -0.5406], [2.5568, -4.5885, 0.1130], [1.2631, -4.0965, 0.1866], [0.9459, -2.8519, -0.3489], [-0.7330, -2.1716, -0.5365], [-1.4134, -3.2092, -1.8717], [-2.2214, -4.3224, -1.6458], [-2.6605, -5.0918, -2.7119], [-2.2943, -4.7622, -4.0098], [-1.4879, -3.6580, -4.2415], [-1.0527, -2.8813, -3.1778], [-1.7254, -2.5646, 0.9207], [-1.1774, -2.8841, 2.1586], [-1.9895, -2.9832, 3.2807], [-3.3531, -2.7574, 3.1789], [-3.9072, -2.4344, 1.9461], [-3.1001, -2.3309, 0.8264], [4.0646, 0.0502, -3.2026], [6.0156, 1.4834, -2.5812], [6.0401, 2.6406, -0.4039], [4.1621, 2.3989, 1.1683], [-0.0232, 3.2698, 0.5188], [-0.1563, 5.3698, 1.8019], [1.2084, 5.6680, 3.8370], [2.7030, 3.8509, 4.6013], [2.8171, 1.7405, 3.3479], [0.0810, 0.0051, 3.1550], [0.5145, -1.6164, 4.9575], [2.6038, -2.9409, 4.9595], [4.2731, -2.6177, 3.1659], [3.8596, -0.9849, 1.3721], [4.0203, -2.0676, -1.6060], [4.5483, -4.2646, -0.6233], [2.7900, -5.5532, 0.5441], [0.4839, -4.6915, 0.6465], [-2.5103, -4.5931, -0.6384], [-3.2852, -5.9561, -2.5277], [-2.6395, -5.3653, -4.8391], [-1.1981, -3.3950, -5.2501], [-0.4246, -2.0210, -3.3763], [-0.1151, -3.0623, 2.2565], [-1.5526, -3.2417, 4.2369], [-3.9840, -2.8323, 4.0544], [-4.9722, -2.2617, 1.8593], [-3.5387, -2.0760, -0.1321], [2.8326, 5.2086, -0.7703], [1.8841, 4.8792, -2.2302], [1.1979, 3.2488, -2.2157], [2.5349, 4.9772, -3.0905], [1.0676, 5.5899, -2.2690], [-3.2297, 4.8719, -2.1034], [-2.9058, 4.5340, -0.6687], [-2.0230, 3.3839, -0.6040], [-2.4506, 1.8731, -0.6685], [-1.6725, 1.0791, 0.3917], [-1.8040, 0.8148, -2.7014], [-4.0013, 1.9488, -0.4315], [-4.9621, 0.9456, -0.8591], [-5.6714, 1.4081, -2.1054], [-3.8345, 5.7786, -2.1408], [-3.7930, 4.0678, -2.5780], [-2.3173, 5.0374, -2.6757], [-3.7989, 4.3288, -0.0824], [-2.3452, 5.3317, -0.1848], [-5.6459, 0.8397, -0.0195], [-4.4425, -0.0013, -1.0095], [-6.1879, 2.3519, -1.9308], [-6.4104, 0.6615, -2.3982], [-4.9736, 1.5346, -2.9337]], "forces_ev_per_a": [[-0.339, -0.438, 0.249], [-0.112, 0.155, -0.175], [0.541, -0.549, 0.266], [-0.085, 0.082, -0.184], [0.047, -0.015, 0.067], [-0.011, 0.000, 0.015], [-0.002, 0.000, -0.032], [0.026, -0.024, 0.017], [0.074, -0.134, -0.079], [-0.024, 0.494, 0.194], [-0.028, -0.065, 0.063], [0.015, 0.064, -0.044], [-0.015, -0.013, -0.013], [0.014, -0.008, 0.002], [-0.018, 0.022, -0.011], [-0.006, -0.031, 0.021], [0.001, 0.030, 0.038], [-0.031, -0.028, 0.024], [0.015, 0.017, 0.006], [0.005, -0.003, -0.004], [-0.005, -0.025, 0.008], [-0.005, -0.025, -0.049], [0.098, -0.019, -0.137], [-0.025, 0.003, 0.058], [0.001, -0.007, 0.038], [0.003, 0.005, -0.003], [-0.015, 0.003, -0.009], [0.115, 0.153, -0.269], [-0.341, -0.102, 0.089], [0.085, -0.034, 0.023], [0.010, 0.014, 0.040], [-0.007, -0.014, -0.017], [-0.012, 0.006, 0.006], [0.011, 0.007, 0.021], [-0.034, 0.031, -0.045], [0.108, 0.032, 0.111], [0.000, -0.103, -0.014], [-0.026, -0.004, -0.005], [0.016, 0.002, -0.012], [-0.011, 0.001, -0.014], [0.005, -0.016, 0.011], [-0.015, 0.015, -0.008], [-0.001, 0.009, 0.001], [0.004, -0.005, 0.010], [-0.016, -0.005, 0.017], [-0.022, -0.025, -0.019], [0.000, -0.002, -0.004], [-0.002, 0.000, 0.002], [0.007, 0.001, -0.002], [-0.010, 0.002, 0.002], [-0.008, -0.016, -0.018], [0.002, 0.009, -0.006], [0.005, 0.005, 0.008], [-0.004, -0.010, -0.007], [0.009, 0.005, -0.015], [0.003, -0.008, 0.012], [-0.003, -0.001, -0.001], [-0.005, -0.004, -0.003], [0.001, -0.006, -0.004], [0.006, 0.004, 0.020], [-0.005, 0.004, 0.004], [0.003, -0.004, 0.001], [-0.002, -0.002, -0.004], [0.026, -0.010, 0.025], [0.024, 0.045, 0.003], [0.000, -0.005, -0.003], [-0.003, -0.012, 0.000], [0.001, 0.004, 0.000], [0.011, 0.008, -0.007], [0.021, 0.017, -0.023], [0.058, -0.001, 0.024], [-0.011, 0.102, -0.049], [0.004, -0.007, 0.004], [0.004, 0.005, -0.003], [-0.024, 0.015, -0.015], [0.036, -0.019, -0.098], [-0.073, 0.092, 0.373], [0.172, -0.300, -0.532], [-0.221, 0.409, -0.042], [-0.040, 0.220, -0.225], [-0.053, 0.091, 0.251], [0.071, -0.045, 0.151], [-0.027, 0.005, -0.028], [0.001, 0.004, 0.004], [-0.002, -0.007, 0.002], [0.002, -0.009, -0.003], [0.002, -0.006, -0.005], [0.001, 0.002, -0.005], [-0.004, -0.025, -0.001], [0.015, 0.007, -0.057], [0.011, 0.000, 0.010], [-0.011, 0.005, 0.001], [0.020, -0.015, 0.010]]}

=====

[3]
{"formula": "C26H42ClN4O6P", "method": "wB97M-V/def2-TZVPD", "e_lumo_ev": -2.140, "gap_ev": 4.83, "homo_energy_ev": -6.97, "spin_multiplicity": 1, "species": ["C", "C", "C", "C", "C", "C", "N", "N", "C", "C", "C", "O", "C", "C", "C", "C", "C", "C", "C", "C", "C", "C", "C", "N", "C", "C", "C", "C", "O", "C", "C", "P", "O", "Cl", "H", "H", "H", "H", "H", "H", "H", "H", "H", "H", "H", "H", "H", "H", "H", "H", "H", "H", "H", "H", "H", "H", "H", "H", "H", "H", "H", "H", "H", "H", "H", "H", "H", "H", "H", "H", "H", "H", "H", "H", "H", "H", "N", "O", "O", "O"], "coordinates": [[-2.6518, -2.5269, -4.1663], [-3.8557, -3.0099, -3.1608], [-4.6041, -1.7978, -2.3451], [-3.5975, -0.9321, -1.3573], [-3.0127, -1.7935, -0.0887], [-1.4995, -1.2059, 0.3264], [-0.4284, -1.7637, -0.4805], [0.7483, -1.2151, -0.1190], [1.9136, -1.7993, -0.9498], [2.1314, -0.9901, -2.3891], [0.9739, -1.3791, -3.5190], [2.4059, 0.4345, -2.2553], [1.2156, 1.2765, -2.1508], [1.0595, 2.2965, -3.4675], [0.5929, 3.8557, -3.1428], [0.4278, 5.0306, -4.2989], [0.7446, 4.5999, -5.8672], [1.2135, 3.0348, -6.2086], [1.3721, 1.8741, -5.0179], [1.0679, -0.2106, 0.8862], [2.6079, 0.3698, 1.1304], [3.3394, -0.2445, 2.4663], [2.7265, -1.7079, 2.9423], [3.4401, -2.0288, 4.2694], [-0.0291, 0.4527, 1.8784], [0.2080, 1.5450, 3.0719], [0.0617, 0.8743, 4.5768], [0.8283, 1.8741, 5.6766], [0.4804, 3.2797, 5.4050], [1.6763, 4.1377, 5.3480], [-1.4900, -0.1562, 1.5154], [-3.0511, 0.3821, 2.4742], [-4.4272, 0.6557, 1.4456], [-3.5874, -1.2929, 3.7394], [-2.3635, -1.3909, -4.0807], [-1.6816, -3.1925, -4.0275], [-3.0012, -2.7028, -5.2830], [-3.4927, -3.8891, -2.4462], [-4.6878, -3.5061, -3.8535], [-5.0045, -1.0258, -3.1530], [-5.4556, -2.2366, -1.6688], [-2.6565, -0.6514, -2.0335], [-4.1061, 0.0836, -1.0787], [-2.8675, -2.9082, -0.4920], [-3.7339, -1.8835, 0.8276], [1.6232, -2.9067, -1.2974], [2.8985, -1.9394, -0.3364], [3.1310, -1.4735, -2.8332], [-0.0747, -0.9092, -3.2987], [1.3478, -1.2317, -4.6312], [0.8276, -2.5585, -3.4010], [0.2195, 0.7275, -1.8765], [1.4211, 2.0238, -1.2410], [0.3940, 4.2022, -2.0186], [0.1229, 6.1421, -4.0014], [0.6468, 5.4156, -6.7295], [1.4467, 2.7928, -7.3517], [1.7381, 0.8017, -5.3078], [2.4599, 1.5348, 1.3476], [3.2964, 0.3122, 0.1903], [4.5032, -0.2732, 2.3295], [3.1200, 0.5132, 3.3580], [2.8912, -2.5478, 2.1421], [1.5737, -1.6535, 3.2207], [3.7398, -3.0281, 4.2925], [4.2703, -1.3742, 4.3019], [1.2350, 2.1023, 3.0553], [-0.6260, 2.3917, 2.9625], [-1.0620, 0.7514, 4.8920], [0.6681, -0.1380, 4.6149], [0.5421, 1.5748, 6.7831], [2.0090, 1.7798, 5.6076], [2.4112, 3.9643, 6.2421], [2.2499, 3.8541, 4.3459], [1.4354, 5.2908, 5.2730], [-4.4458, 1.5955, 1.0911], [-1.4911, -4.0882, 2.3489], [-2.6968, -4.1280, 2.0527], [-0.6399, -4.5019, 1.5443], [-1.1366, -3.6348, 3.4496]], "forces_ev_per_a": [[0.108, -0.443, -0.652], [-0.634, -0.512, -0.313], [0.765, 0.302, 0.265], [0.727, -0.009, -1.050], [0.874, -0.623, -0.864], [-1.153, -0.604, 0.046], [-2.455, 3.773, 4.349], [2.261, 1.531, 1.710], [0.289, -1.101, -1.475], [0.534, -1.321, -1.058], [0.164, -1.421, 0.697], [-2.004, -0.979, 0.024], [-0.083, 2.360, 0.218], [-0.416, 2.537, -2.573], [0.656, -0.233, -3.173], [1.387, -4.431, -1.139], [0.352, -2.692, 3.170], [-0.752, 1.394, 3.347], [-1.182, 4.346, 0.850], [-1.181, 0.703, 1.188], [-0.382, 0.726, -0.023], [-1.162, -0.063, 0.531], [0.191, 0.390, 0.621], [0.546, 0.569, -1.635], [-2.301, -3.058, -3.022], [-0.660, 0.183, 0.195], [1.010, 0.498, 0.492], [0.427, -0.456, -0.198], [1.565, -0.162, 0.545], [0.957, 0.016, -0.949], [4.681, -1.637, -2.438], [-0.928, 0.973, 0.907], [1.830, -0.069, 0.233], [0.520, 1.404, -2.006], [-0.601, -2.238, 0.008], [-2.006, 1.514, -0.155], [0.740, 0.446, 2.282], [-0.694, 2.097, -1.405], [1.718, 1.032, 1.579], [0.554, -1.695, 1.785], [1.428, 0.877, -1.553], [-1.887, -0.501, 1.415], [0.925, -2.057, -0.241], [-0.030, 2.482, 1.132], [1.575, 0.398, -1.686], [0.235, 2.580, 1.135], [-2.059, 0.828, -0.987], [-2.059, 1.176, 1.145], [2.122, -0.747, -0.626], [-0.802, 0.058, 2.510], [0.245, 2.557, -0.278], [1.939, 0.782, -0.877], [-0.433, -1.595, -1.946], [0.517, -1.030, -2.704], [0.741, -2.804, -0.737], [0.281, -2.126, 2.079], [-0.555, 0.420, 2.902], [-0.810, 2.419, 0.686], [0.165, -2.579, -0.700], [-1.598, -0.144, 1.645], [-2.274, -0.122, 0.089], [0.484, -1.657, -1.787], [-0.350, 1.657, 1.361], [2.344, -0.025, -1.048], [-0.164, 1.353, -0.029], [-1.024, -1.573, 0.156], [-1.814, -1.333, -0.401], [1.796, -2.004, 0.128], [2.263, 0.058, -0.792], [-1.557, 1.884, -0.048], [0.373, 0.634, -2.274], [-2.387, -0.098, -0.094], [-1.491, 0.271, -1.518], [-0.894, 0.639, 2.020], [-0.028, -2.574, 0.302], [0.352, -1.564, 0.931], [-0.047, -0.021, 0.141], [-0.488, 0.096, -0.215], [0.495, -0.015, -0.548], [0.211, 0.356, 0.398]]}

=====

Going through the records in order, we get electronic energy values of -9841.787, -125641.541, -67674.534 eV.